# C20H56O9Zr

A structure of composition C20H56O9Zr in a non-equilibrium geometry (ωB97M-V/def2-TZVPD, OMol25).

Geometry as XYZ:
```
86
Properties=species:S:1:pos:R:3:mulliken_charge:R:1
Zr -1.15622 1.47359 3.75569 1.837
C -0.97002 -1.01593 0.89308 -1.322
C 0.09674 0.06891 0.97662 2.806
C -0.01740 1.04314 -0.16852 -1.075
O -0.04679 0.75100 2.24873 -0.503
H -0.68277 -1.72797 0.11034 -0.064
H -1.96920 -0.61705 0.71088 0.180
H -0.98680 -1.68705 1.75859 0.439
H 1.05890 -0.44852 0.94106 -0.875
H -0.98699 1.53578 -0.29896 -0.417
H 0.08399 0.46541 -1.09168 0.411
H 0.75925 1.81004 -0.16173 0.466
C -5.04346 1.49113 2.15971 -1.463
C -3.68325 1.94040 1.68931 1.404
C -3.77854 3.07908 0.71492 -1.063
O -2.78182 2.22051 2.78897 -0.628
H -5.61272 1.11658 1.29942 0.402
H -5.69270 2.31348 2.47034 0.385
H -5.14355 0.66426 2.86419 0.407
H -3.22870 1.07565 1.19203 -0.432
H -4.30418 3.98646 1.01721 0.411
H -4.11972 2.77232 -0.26880 0.231
H -2.78088 3.49981 0.51526 0.049
C -0.73510 5.36939 1.94655 -1.168
C -0.13452 4.00004 2.11798 0.778
O -0.31701 3.48107 3.48141 -0.559
H -0.36869 5.87360 1.05171 0.387
H -0.63183 6.11729 2.73754 0.365
H -1.81736 5.27792 1.81628 0.271
H 0.91807 3.98295 1.82126 0.327
H -0.57387 3.32591 1.38416 -0.458
H 0.07364 4.10521 4.11655 0.371
C 1.95633 -2.39795 -2.30017 -1.528
C 2.37797 -2.94776 -0.94851 0.843
O 1.63876 -4.11474 -0.62511 -0.531
H 2.78050 -1.81809 -2.72292 0.304
H 1.00746 -1.87176 -2.20517 0.369
H 1.87497 -3.14929 -3.09155 0.416
H 2.21973 -2.13691 -0.21629 -0.493
H 3.44382 -3.20261 -0.96565 0.497
H 1.74857 -4.34802 0.31084 0.245
C 1.55798 -3.12578 2.93593 -0.300
C 2.34416 -4.41397 2.95982 -0.561
O 1.75443 -5.26814 1.96375 -0.549
H 1.90575 -2.47704 2.12290 -0.206
H 1.74218 -2.57982 3.86477 0.422
H 0.49283 -3.28874 2.78531 0.206
H 2.14477 -4.94159 3.90004 0.403
H 3.42889 -4.33007 2.88601 0.310
H 2.05840 -6.17528 2.06918 0.275
C 4.08209 0.67714 0.65005 -0.641
C 4.53018 -0.38516 1.65039 -0.060
O 5.70788 0.01170 2.33798 -0.562
H 4.90010 0.87261 -0.03839 0.495
H 3.67765 1.56216 1.14099 0.390
H 3.28172 0.19534 0.07515 -0.197
H 4.70754 -1.32469 1.12747 0.171
H 3.74451 -0.57017 2.39927 0.086
H 5.68555 0.97229 2.38193 0.342
C 2.90664 1.13378 -3.02081 -0.590
C 2.75322 2.62075 -3.07040 -0.408
O 3.44184 3.20321 -1.93612 -0.505
H 2.29451 0.68987 -3.81512 0.401
H 2.43269 0.66589 -2.15319 -0.166
H 3.93297 0.78832 -3.10675 0.392
H 1.70733 2.95536 -3.09052 0.253
H 3.15702 3.08118 -3.97868 0.364
H 2.92709 3.98769 -1.72828 0.278
C -3.08584 1.91298 -2.56289 -0.697
C -3.16837 1.96814 -4.07883 -0.540
O -3.99063 0.89696 -4.52567 -0.527
H -2.79311 2.87164 -2.14367 0.364
H -2.50201 1.04037 -2.26598 0.180
H -4.11567 1.69481 -2.25407 0.266
H -2.18268 1.82801 -4.53498 0.310
H -3.59131 2.92870 -4.38835 0.319
H -3.93370 0.88399 -5.48622 0.319
C -2.96584 -5.03113 -1.69252 -1.329
C -1.66446 -4.53882 -1.04335 0.237
O -0.91433 -3.90728 -2.06524 -0.530
H -2.74365 -5.94476 -2.23543 0.320
H -3.32126 -4.21716 -2.31971 0.320
H -3.71507 -5.23427 -0.92600 0.376
H -1.17595 -5.38604 -0.55312 0.273
H -1.92648 -3.81012 -0.25483 0.011
H 0.01595 -3.85020 -1.80740 0.259
```

Results
E ... -1519.122396 hartree
Net charge ... +2

***

# C31H32N6O2Pt

A structure of composition C31H32N6O2Pt (ωB97M-V/def2-TZVPD, OMol25).

Geometry as XYZ:
```
72
Properties=species:S:1:pos:R:3:mulliken_charge:R:1
Pt 0.29745 -0.28086 -0.52804 0.688
C 1.07485 -2.23804 -2.64020 -0.927
C 1.84464 -1.26353 -3.48673 -0.933
C 1.33451 0.14490 -3.49853 0.595
C 1.55029 0.92142 -4.62774 -1.027
C 1.36934 2.29199 -4.58684 -0.630
C 1.01956 2.86985 -3.37168 -1.310
C 0.76448 2.04861 -2.30121 -0.242
N 0.84858 0.69655 -2.36449 0.582
N 1.18322 -2.04227 -1.14481 -0.176
C 0.28989 -3.11314 -0.57878 -1.635
C -1.13813 -2.74761 -0.86915 1.121
C -2.11519 -3.69228 -1.07960 -0.799
C -3.42641 -3.28019 -1.30546 -0.543
C -3.70730 -1.92500 -1.32460 -0.916
C -2.68184 -1.02019 -1.12282 -0.099
N -1.42049 -1.41743 -0.89428 0.204
C 2.60212 -2.09991 -0.67077 -1.786
C 3.11210 -0.73882 -0.24867 0.937
C 4.45294 -0.51590 -0.00708 -1.025
C 4.86281 0.71385 0.49515 -0.465
C 3.91352 1.69310 0.76014 -1.035
C 2.58982 1.42679 0.48352 0.084
N 2.20565 0.24351 -0.02580 0.480
H 1.41987 -3.25605 -2.83262 0.462
H 0.01596 -2.19526 -2.89006 0.471
H 1.85847 -1.65422 -4.50479 0.699
H 2.89861 -1.21490 -3.18876 0.284
H 1.89872 0.43690 -5.53069 0.548
H 1.53068 2.89929 -5.46863 0.472
H 0.93300 3.94136 -3.25355 0.525
H 0.46986 2.48025 -1.35826 0.907
H 0.43422 -3.17881 0.49344 0.634
H 0.55565 -4.08027 -1.00673 0.759
H -1.85893 -4.74404 -1.06849 0.581
H -4.20789 -4.01045 -1.47444 0.499
H -4.70810 -1.55717 -1.50514 0.521
H -2.87615 0.03974 -1.15408 0.438
H 3.23495 -2.52746 -1.44913 0.714
H 2.65998 -2.78869 0.17320 0.789
H 5.17221 -1.30280 -0.19852 0.588
H 5.91223 0.89982 0.68771 0.501
H 4.19244 2.65413 1.17047 0.528
H 1.81214 2.15562 0.66859 0.469
O -1.30784 -0.04475 6.14697 -0.494
C -0.35720 -0.99230 5.75729 -0.507
C -0.18079 -0.88255 4.27537 -0.295
C 0.70809 -1.69535 3.57088 -1.321
C 0.81539 -1.55617 2.21044 0.186
N 0.07350 -0.67900 1.49749 -0.022
C -0.72763 0.17513 2.18157 0.354
C -0.87772 0.07784 3.55024 -0.600
C -1.37259 1.20935 1.37740 0.855
C -2.32693 2.07901 1.86261 -0.772
C -2.92215 3.01521 1.01495 -0.313
C -3.94394 3.98942 1.51252 -0.590
O -4.29575 4.81588 0.44514 -0.502
C -2.55309 2.99233 -0.33028 -1.091
C -1.59100 2.10687 -0.75429 -0.589
N -0.96745 1.25486 0.08695 1.001
H -1.45604 -0.08174 7.09976 0.347
H -0.66102 -2.02158 5.99059 0.390
H 0.62096 -0.83129 6.23063 0.399
H 1.32568 -2.42680 4.07721 0.599
H 1.54149 -2.14037 1.67496 0.199
H -1.52271 0.75286 4.09315 0.765
H -2.62121 2.03258 2.90221 0.679
H -3.51669 4.53960 2.36132 0.393
H -4.79662 3.41325 1.90064 0.381
H -4.92947 5.48845 0.72250 0.355
H -3.01950 3.67143 -1.03143 0.569
H -1.31210 2.06546 -1.79779 1.095
```

Results
E ... -1797.442546 hartree
Net charge ... +4
Relative energy (zero: lowest compared OMol25 entry of this formula, charge and spin) ... 0.00 kJ/mol

***

Orbital gap readings, ordered: 3.58 7.22 eV